Density functional theory data (ωB97M-V/def2-TZVPD) for a 2-piece molecular cluster, CH2Cl2O3 overall in a non-equilibrium geometry.

The geometry in XYZ format:
```
8
Properties=species:S:1:pos:R:3:forces:R:3
O -0.790 -1.526 -0.523 -0.263 -0.042 -0.378
C -0.966 -0.390 -0.180 -0.090 -2.250 1.199
O -1.768 -0.028 0.817 1.932 4.339 -1.517
O -0.228 0.552 -0.684 0.703 2.292 -0.581
Cl -0.540 2.106 -0.054 0.362 0.069 -0.371
H -2.178 -0.779 1.053 -2.597 -4.403 1.661
Cl 3.701 0.411 -0.013 0.293 0.260 0.144
H 2.769 -0.347 -0.416 -0.339 -0.265 -0.157
```
Forces are in eV/Å.

Results
molecular weight: 132.93 g mol⁻¹
HOMO level: -11.50 eV
E_LUMO: -0.77 eV
net charge: 0
ΔE to the lowest compared entry with this formula, charge and spin: 6.7 kcal per mole
SMILES string: O=C(O)OCl.Cl

Atomic partial charges in e from the natural (NBO) method, atoms 1 to 2: O -0.596; C 0.956